13
Properties=species:S:1:pos:R:3:forces:R:3 method="wB97M-V/def2-TZVPD" e_homo_ev="-7.92 / -7.92" multiplicity=1 gap_ev="7.827 / 7.828" e_above_lowest_kcal_mol=48.2 charge=0
C -0.90621 1.37684 -0.20915 -0.5 -2.5 -1.2
C -1.80545 0.45294 -0.77390 -0.1 -0.3 1.4
C 0.63053 -1.02574 0.14203 -2.4 1.4 -0.4
C -0.25566 0.95289 0.93931 -1.3 -3.9 -0.5
N -0.35316 -1.67223 -0.22754 1.4 -0.1 0.7
P 2.27665 -1.41219 -0.38860 1.5 -1.0 1.6
S -1.98381 -1.16854 -0.08161 -0.8 1.7 -1.0
H -0.49050 2.10672 -0.86019 0.0 1.0 -0.2
H -2.26216 0.52988 -1.74132 -0.1 0.4 -0.2
H 0.57661 1.32216 1.42181 1.3 1.2 0.9
H -0.88571 0.15020 1.44043 1.0 1.3 0.2
H 2.74463 -1.49948 1.05569 -0.1 0.4 -1.7
H 2.71424 -0.11343 -0.71698 0.0 0.2 0.5


12
Properties=species:S:1:pos:R:3:forces:R:3 method="wB97M-V/def2-TZVPD" e_homo_ev=-14.41 multiplicity=1 gap_ev=9.012 e_above_lowest_kcal_mol=53.3 charge=+1
C 0.50947 2.31844 -0.65077 -0.4 -1.7 -0.2
C -0.50824 -0.48863 0.97897 -1.5 -0.1 2.5
C 0.23095 1.16550 -0.47984 0.0 4.1 -0.1
C 0.51851 -1.05032 -1.02184 0.4 -2.1 -3.7
N -0.02992 -0.05413 -0.13969 0.5 -4.3 0.2
S -1.25714 0.66485 1.99204 0.1 -0.1 0.2
H 0.76215 3.24023 -1.04484 0.3 1.5 -0.2
H -0.47708 -1.57593 1.31824 0.0 1.6 -1.1
H 0.64284 -2.01552 -0.52707 0.3 0.4 0.3
H 1.47889 -0.68686 -1.48435 -1.0 -0.4 0.7
H -0.18554 -1.35542 -1.91046 1.0 1.2 1.6
H -1.68487 -0.16223 2.96961 0.2 -0.1 -0.3


12
Properties=species:S:1:pos:R:3:forces:R:3 method="wB97M-V/def2-TZVPD" e_homo_ev="-13.19 / -13.19" multiplicity=1 gap_ev="7.853 / 7.853" e_above_lowest_kcal_mol=51.1 charge=+1
C 0.94216 0.23842 1.06638 0.8 0.8 -2.3
C -1.02715 -0.85210 2.17406 6.6 2.7 -5.0
C 1.36634 0.81304 -0.14558 -3.9 -2.8 1.2
C -0.68719 -0.11073 -1.76594 -2.2 -0.5 0.8
N -0.12714 -0.47785 1.49348 -4.2 -0.9 2.5
S 0.82816 0.74817 -1.73763 0.7 1.2 -0.5
H 1.60191 0.36073 1.85348 1.2 0.4 1.5
H -1.87443 -1.23909 2.52374 -3.0 -1.6 1.7
H 2.16215 1.44975 -0.05145 2.2 1.2 0.3
H -0.55143 -1.00516 -1.15593 -0.4 -0.2 -0.3
H -1.00389 -0.36214 -2.77012 0.9 -0.4 -0.5
H -1.62949 0.43696 -1.48448 1.3 0.0 0.5